1.
The following is a DFT calculation (the ωB97M-V functional and the def2-TZVPD basis) of a structure of composition C53H40GaN10O.

Computed properties:
Total charge   -1
F_max   0.41 eV/Å
Kohn-Sham gap (alpha / beta)   0.1800 / 0.1752 hartree
2S+1   1
Total energy   -4591.4708 hartree

Each line ends with the Mulliken charge.
Cartesian coordinates (Å):
Ga1 0.3919 0.9111 0.0421  0.641
C1 -6.1894 0.8599 -0.5513  -0.678
C2 -6.1720 0.9288 0.8460  -0.742
C3 -4.9749 0.9230 1.5483  -0.066
C4 -3.8032 0.8574 0.8129  -0.210
C5 -2.3875 0.8172 1.2263  -0.401
N1 -2.0195 0.7749 2.4621  -0.439
C6 -0.7167 0.6637 2.8519  -0.608
C7 -0.3090 0.5408 4.2073  0.624
C8 -1.0181 0.4965 5.4220  -0.649
C9 -0.3058 0.3516 6.5844  -0.710
C10 1.1111 0.2447 6.5705  -0.683
C11 1.8149 0.2809 5.3947  -0.446
C12 1.0985 0.4336 4.1928  0.959
C13 1.4955 0.4833 2.8280  -0.616
N2 2.7813 0.3304 2.4112  -0.663
C14 3.1096 0.1923 1.1708  -0.277
N3 2.3007 0.1998 0.0549  0.828
C15 3.0418 -0.0494 -1.0567  -0.231
N4 2.6575 -0.1586 -2.2972  -0.656
C16 1.3717 -0.0266 -2.6763  -0.631
N5 0.3063 0.3129 -1.9050  0.457
C17 -0.8210 0.3016 -2.6634  -0.718
N6 -2.0939 0.5129 -2.2594  -0.377
C18 -2.4147 0.7019 -1.0127  -0.090
N7 -1.6141 0.7855 0.0857  1.360
C19 -3.8203 0.7899 -0.5699  0.138
C20 -5.0103 0.7842 -1.2789  -0.312
C21 -0.4747 -0.0618 -4.0060  -0.023
C22 -1.2393 -0.2584 -5.1629  -0.311
C23 -0.5896 -0.6711 -6.3042  -0.754
C24 0.8083 -0.8868 -6.3114  -0.772
C25 1.5659 -0.6916 -5.1786  -0.102
C26 0.9124 -0.2746 -4.0137  0.644
C27 4.4508 -0.2200 -0.6478  0.060
C28 5.5961 -0.4918 -1.3782  -0.140
C29 6.7923 -0.5964 -0.6836  -0.690
C30 6.8343 -0.4344 0.7058  -0.660
C31 5.6821 -0.1669 1.4301  -0.121
C32 4.4918 -0.0616 0.7284  0.039
N8 0.3829 0.6254 2.0538  0.539
H1 -7.1406 0.8657 -1.0690  0.414
H2 -7.1096 0.9875 1.3848  0.403
H3 -4.9442 0.9714 2.6285  0.576
H4 -2.0974 0.5766 5.4261  0.521
H5 -0.8267 0.3194 7.5338  0.421
H6 1.6388 0.1350 7.5104  0.405
H7 2.8941 0.1982 5.3781  0.541
H8 -5.0054 0.7258 -2.3590  0.578
H9 -2.3095 -0.0985 -5.1429  0.553
H10 -1.1527 -0.8351 -7.2148  0.395
H11 1.2862 -1.2108 -7.2281  0.394
H12 2.6345 -0.8612 -5.1743  0.556
H13 5.5462 -0.6142 -2.4520  0.548
H14 7.7091 -0.8056 -1.2208  0.397
H15 7.7841 -0.5185 1.2195  0.397
H16 5.6986 -0.0390 2.5044  0.553
C33 1.2909 5.1845 0.3551  -2.080
C34 0.1830 4.1196 0.2472  4.037
C35 -0.4338 3.8968 1.6348  -1.795
C36 0.7811 2.8421 -0.2682  -3.478
C37 -0.9038 4.6437 -0.7022  -0.333
C38 -1.6087 5.8102 -0.4039  -0.231
C39 -2.5934 6.2950 -1.2499  -0.917
C40 -2.9053 5.6157 -2.4214  -0.451
C41 -2.2197 4.4514 -2.7277  -0.721
C42 -1.2292 3.9744 -1.8782  0.530
H17 2.0951 4.8151 0.9943  0.427
H18 0.9127 6.1178 0.7805  0.393
H19 1.7073 5.4013 -0.6303  0.442
H20 0.3299 3.5350 2.3272  0.357
H21 -1.2281 3.1514 1.5934  0.218
H22 -0.8573 4.8149 2.0491  0.538
H23 1.5022 3.0165 -1.0753  0.302
H24 -1.3876 6.3521 0.5082  0.352
H25 -3.1243 7.2027 -0.9891  0.365
H26 -3.6812 5.9860 -3.0797  0.383
H27 -2.4590 3.8965 -3.6268  0.435
H28 -0.7151 3.0512 -2.1190  0.134
C43 -1.1972 -5.7672 1.3451  -1.170
N9 -0.1933 -4.7089 1.3904  -0.162
N10 -0.3286 -3.7892 0.3386  0.594
C44 -0.1413 -2.4888 0.8305  0.305
O1 -0.0416 -1.5156 0.1047  -0.001
C45 -0.0496 -2.6292 2.2713  -0.075
C46 -0.1147 -3.9434 2.5487  -0.366
C47 -0.1554 -4.6194 3.8750  -1.742
C48 0.0666 -4.1720 -0.9701  0.021
C49 -0.3987 -3.4403 -2.0614  -0.537
C50 0.0215 -3.7823 -3.3368  -0.196
C51 0.8772 -4.8587 -3.5346  -0.644
C52 1.3118 -5.5958 -2.4445  -0.710
C53 0.9168 -5.2536 -1.1585  0.060
H29 -1.1737 -6.2244 0.3581  0.395
H30 -2.2035 -5.3806 1.5362  0.311
H31 -0.9455 -6.5268 2.0820  0.410
H32 0.0833 -1.8156 2.9643  0.300
H33 0.1042 -3.9068 4.6545  0.422
H34 0.5435 -5.4560 3.9148  0.380
H35 -1.1551 -5.0049 4.0857  0.347
H36 -1.0663 -2.6056 -1.9097  0.430
H37 -0.3192 -3.1893 -4.1765  0.325
H38 1.2055 -5.1138 -4.5334  0.403
H39 1.9824 -6.4342 -2.5872  0.374
H40 1.2860 -5.8023 -0.3025  0.457



2.
The following is a DFT calculation (the ωB97M-V functional and the def2-TZVPD basis) of a structure of composition C29H22BrIrN5O3S.

Computed properties:
Total charge   +1
F_max   0.11 eV/Å
Kohn-Sham gap   0.2557 hartree
2S+1   1
Total energy   -4694.3301 hartree

Each line ends with the natural charge from an NBO analysis.
Cartesian coordinates (Å):
Ir1 0.1656 0.4964 0.1433  1.057
Br1 4.1590 -5.0288 -2.7312  0.088
C1 3.4245 -3.5781 -1.7732  -0.144
C2 4.2184 -2.8694 -0.8630  -0.162
C3 3.6841 -1.8224 -0.1563  -0.277
C4 2.3421 -1.4249 -0.3101  0.464
O1 1.9249 -0.4629 0.4933  -0.739
C5 1.5471 -2.1340 -1.2454  -0.264
C6 0.1658 -1.8764 -1.5520  0.221
N1 -0.5701 -0.9590 -1.0274  -0.436
C7 -1.9113 -0.7279 -1.4299  0.110
C8 -2.7319 -1.6237 -2.0579  -0.189
C9 -4.0279 -1.2350 -2.4574  -0.182
C10 -4.4864 0.0302 -2.2293  -0.169
C11 -3.6715 0.9691 -1.5536  -0.090
C12 -4.0666 2.2969 -1.2704  -0.085
C13 -3.2153 3.1273 -0.6022  -0.254
C14 -1.9681 2.6384 -0.1785  0.103
N2 -1.5753 1.4083 -0.4212  -0.404
C15 -2.3948 0.5698 -1.1320  0.219
C16 2.1234 -3.2076 -1.9641  -0.161
H1 5.2531 -3.1502 -0.7198  0.241
H2 4.2861 -1.2677 0.5511  0.236
H3 -0.2783 -2.5144 -2.3122  0.197
H4 -2.3995 -2.6351 -2.2499  0.226
H5 -4.6595 -1.9570 -2.9561  0.236
H6 -5.4764 0.3265 -2.5498  0.233
H7 -5.0424 2.6408 -1.5892  0.235
H8 -3.4805 4.1503 -0.3791  0.245
H9 -1.2841 3.2639 0.3797  0.220
H10 1.5123 -3.7429 -2.6801  0.228
O2 2.6504 2.8247 -1.9902  -0.576
C17 1.9256 2.2742 -1.1993  0.742
O3 1.1167 1.2846 -1.4606  -0.702
C18 1.8740 2.7670 0.2405  0.105
C19 2.6208 3.8516 0.6544  -0.192
C20 2.5146 4.2700 1.9709  -0.136
C21 1.6664 3.5854 2.8301  -0.234
C22 0.9525 2.5033 2.3511  0.048
N3 1.0531 2.1118 1.0774  -0.429
H11 3.2625 4.3326 -0.0700  0.266
H12 3.0857 5.1174 2.3255  0.237
H13 1.5582 3.8770 3.8649  0.240
H14 0.2905 1.9227 2.9792  0.228
N4 -1.3046 -2.6102 3.2178  -0.772
C23 -0.4733 -1.8169 2.5398  0.368
S1 -1.0990 -0.3164 1.9750  -0.134
N5 0.7799 -2.1822 2.3303  -0.610
C24 1.3401 -3.4398 2.7268  0.172
C25 1.4528 -3.7544 4.0747  -0.267
C26 2.0047 -4.9719 4.4475  -0.192
C27 2.4620 -5.8535 3.4785  -0.196
C28 2.3637 -5.5216 2.1342  -0.177
C29 1.7961 -4.3157 1.7516  -0.241
H15 -2.2737 -2.3556 3.2890  0.425
H16 -0.9826 -3.4676 3.6375  0.423
H17 1.3591 -1.5145 1.8090  0.458
H18 1.1263 -3.0421 4.8236  0.227
H19 2.0926 -5.2217 5.4962  0.229
H20 2.9014 -6.7972 3.7718  0.230
H21 2.7260 -6.2040 1.3768  0.229
H22 1.7112 -4.0518 0.7045  0.230



3.
The following is a DFT calculation (the ωB97M-V functional and the def2-TZVPD basis) of the molecule CFN3O2 in a non-equilibrium geometry.

Computed properties:
SMILES   O=C=NN(F)N=O
F_max   6.72 eV/Å
Kohn-Sham gap (alpha / beta)   0.3178 / 0.3178 hartree
2S+1   1
Total energy   -452.4568 hartree

Each line ends with the natural charge from an NBO analysis.
Cartesian coordinates (Å):
O1 1.5802 1.9550 -0.1133  -0.444
C1 0.9435 1.0109 -0.1171  0.808
N1 0.0042 0.5108 0.3981  -0.359
N2 -0.7730 -0.4218 0.4304  0.194
F1 -2.1714 -0.2226 0.6622  -0.192
N3 -0.3215 -1.5948 -0.4522  0.282
O2 0.7381 -1.2374 -0.8081  -0.288



4.
The following is a DFT calculation (the ωB97M-V functional and the def2-TZVPD basis) of a structure of composition C35H40BMoN5O4.

Computed properties:
F_max   0.40 eV/Å
Kohn-Sham gap (alpha / beta)   0.2729 / 0.2468 hartree
2S+1   3
Total energy   -2025.4476 hartree

Each line ends with the Mulliken charge.
Cartesian coordinates (Å):
Mo1 -0.0688 -0.1880 0.0692  -1.388
C1 -6.2081 2.5491 -0.2058  -1.617
C2 -4.8137 2.2420 0.2658  0.466
C3 -4.5868 1.6130 1.4870  -1.075
C4 -3.3056 1.2689 1.8780  -0.056
C5 -2.2005 1.5624 1.0874  -0.601
N1 -0.8895 1.1764 1.4720  0.711
C6 -0.3495 1.9195 2.5066  0.672
C7 -0.9672 3.0984 2.9789  -0.449
C8 -0.4292 3.8751 3.9821  -1.287
C9 0.7899 3.5563 4.5739  0.211
C10 1.4265 4.4398 5.6108  -1.626
C11 1.4224 2.4167 4.1135  -0.614
C12 0.8659 1.6033 3.1301  0.305
N2 1.6145 0.4401 2.7708  -0.461
C13 2.5145 -0.1849 3.5528  -0.211
C14 3.2404 -1.0485 2.7666  -1.465
C15 2.6975 -0.8911 1.4928  -0.170
N3 1.6999 -0.0108 1.4994  0.613
C16 -2.4290 2.2250 -0.1141  0.605
C17 -3.7163 2.5354 -0.5303  -0.304
N4 -1.3380 2.6242 -0.9398  -0.191
C18 -1.2979 3.7216 -1.7248  -0.075
C19 -0.0802 3.7450 -2.3542  -1.512
C20 0.5787 2.6042 -1.8791  -0.279
N5 -0.1786 1.9334 -1.0245  0.635
H1 -6.9072 2.5704 0.6297  0.391
H2 -6.5586 1.7925 -0.9105  0.290
H3 -6.2557 3.5151 -0.7095  0.364
H4 -5.4251 1.3716 2.1294  0.370
H5 -3.1380 0.7709 2.8245  0.459
H6 -1.9012 3.4059 2.5337  0.460
H7 -0.9624 4.7660 4.2937  0.388
H8 0.6713 4.9636 6.1972  0.394
H9 2.0660 5.1971 5.1517  0.295
H10 2.0436 3.8632 6.3005  0.372
H11 2.3976 2.1697 4.5119  0.584
H12 2.5794 0.0352 4.6028  0.556
H13 4.0383 -1.7013 3.0704  0.466
H14 2.9528 -1.4043 0.5829  0.612
H15 -3.8670 2.9847 -1.5040  0.572
H16 -2.1241 4.4098 -1.7482  0.481
H17 0.2882 4.4850 -3.0412  0.421
H18 1.5737 2.2559 -2.1004  0.515
O1 -0.7666 -0.7530 -1.6092  -0.325
O2 -1.8469 -0.4778 -0.7248  -0.452
C21 6.3451 -1.6274 -6.0943  -1.598
C22 5.0801 -0.7766 -6.2734  1.991
C23 5.4393 0.5157 -7.0183  -1.627
C24 4.0910 -1.5625 -7.1330  -2.083
C25 4.5035 -0.4400 -4.8962  0.609
C26 5.2614 0.3334 -4.0087  -0.504
C27 4.8197 0.6697 -2.7321  -2.016
C28 3.5786 0.1988 -2.3662  0.705
O3 2.8881 0.3754 -1.1910  0.057
B1 1.6492 -0.2860 -1.3626  0.879
O4 1.6313 -0.8830 -2.6264  -0.458
C29 2.8182 -0.5602 -3.2283  0.894
C30 3.2468 -0.8996 -4.4936  -1.075
H19 6.7719 -1.8821 -7.0673  0.439
H20 6.1165 -2.5551 -5.5666  0.378
H21 7.1050 -1.0945 -5.5217  0.332
H22 5.8275 0.2799 -8.0118  0.447
H23 6.2023 1.0890 -6.4916  0.315
H24 4.5620 1.1542 -7.1367  0.383
H25 4.5349 -1.7549 -8.1113  0.431
H26 3.1620 -1.0115 -7.2906  0.409
H27 3.8448 -2.5284 -6.6879  0.372
H28 6.2355 0.6868 -4.3207  0.369
H29 5.4208 1.2694 -2.0624  0.504
H30 2.6123 -1.4946 -5.1333  0.596
C31 -2.5367 -2.2406 1.6792  -1.628
C32 -1.1710 -2.9073 1.5568  2.748
C33 -0.6641 -3.2674 2.9648  -1.782
C34 -1.2967 -4.1904 0.7179  -1.869
C35 -0.1069 -2.0566 0.9286  -0.400
H31 -3.2570 -2.9548 2.0874  0.547
H32 -2.8974 -1.8848 0.7176  0.270
H33 -2.4864 -1.3877 2.3581  0.242
H34 -1.3884 -3.9151 3.4660  0.435
H35 -0.5374 -2.3684 3.5722  0.313
H36 0.2924 -3.7923 2.9224  0.409
H37 -1.9990 -4.8782 1.1960  0.439
H38 -0.3351 -4.6980 0.6186  0.390
H39 -1.6688 -3.9624 -0.2816  0.397
H40 0.8502 -2.5880 0.9761  0.688



> The highest 2S+1 belongs to which entry?

C35H40BMoN5O4



> Among the records above, which one has the lowest total energy?

C29H22BrIrN5O3S



> total energy of number 4 (C35H40BMoN5O4)?

-2025.4476 hartree